# C13H25BBr2CrMnN7O26S

A molecular structure, C13H25BBr2CrMnN7O26S (wB97M-V/def2-TZVPD, the Open Molecules 2025 dataset).

Properties
LUMO (alpha / beta): -5.1 / -5.0 eV
E_HOMO (alpha / beta): -11.14 / -11.14 eV
strongest force on any atom: 6.40 eV/Å

Structure (ORCA input):
```
! RIJCOSX wB97M-V def2-TZVPD def2/J DEFGRID3
* xyz 1 10
C -2.885 3.454 -2.267
H -4.156 1.886 0.348
B 6.254 1.141 -0.189
H -3.790 -3.131 4.952
N -2.087 -4.555 -0.312
O -4.937 3.086 3.195
Mn -2.646 -1.455 0.298
N -3.249 -0.684 -2.979
O 4.910 0.907 -0.525
H 2.182 -0.469 1.480
O -3.437 -1.722 -2.318
H -0.031 1.321 2.970
H -2.654 3.160 -1.243
H -1.674 1.791 3.341
O 1.120 0.563 -4.328
H -5.727 2.490 1.009
O 4.600 3.634 1.618
H -3.312 2.714 -2.944
H -4.997 0.956 1.734
C 7.991 -0.279 -0.582
O -4.582 4.582 -1.170
Br 1.013 -2.520 2.354
N -3.990 4.463 -2.243
C -3.899 -2.517 4.059
C 4.178 1.870 -0.054
C 3.199 -1.882 0.398
H -1.344 -1.223 -3.316
C -0.864 -5.245 -0.816
O 2.954 1.939 -0.270
H -4.138 -3.077 3.155
N -0.119 2.567 4.699
O 1.934 0.634 -2.434
H 4.099 -1.327 0.134
Cr 0.992 2.063 -0.981
O 8.741 -1.280 -0.649
O -2.052 0.434 0.470
C 5.036 2.697 0.919
O 0.406 0.484 0.138
O -3.986 0.266 -2.900
N -2.638 -1.920 3.664
H -1.702 0.277 -4.083
O 6.956 1.607 -1.393
O -0.878 1.264 -1.511
H -2.455 -1.277 -4.782
O -1.085 -1.034 -0.849
C 7.834 0.734 -1.783
N -4.270 2.857 2.204
H 3.265 -1.356 2.495
O -1.972 -3.517 0.325
H 2.617 -1.583 -0.473
O 8.384 0.710 -2.886
O -3.253 3.455 1.885
H -4.697 -1.783 4.172
Br 3.360 -3.904 0.314
H -0.193 -4.470 -1.187
O 0.995 2.392 5.209
O -2.492 -1.460 2.535
C -4.836 1.892 1.201
O -3.200 -4.998 -0.559
C -0.732 1.477 3.790
C 2.538 -1.477 1.693
C 2.042 -1.433 -3.535
O -1.745 -2.035 4.501
O -0.710 3.664 4.849
H 3.013 -1.530 -3.049
H 1.188 -1.875 -3.021
O 7.073 -0.030 0.273
H -0.518 -5.964 -0.073
H -0.836 0.621 4.456
H 2.207 -1.840 -4.532
H -1.081 -5.829 -1.711
O 6.167 2.167 0.876
H -1.920 3.624 -2.744
S -0.892 0.338 -0.405
N 1.637 -0.001 -3.422
O -4.120 5.219 -3.287
C -2.105 -0.721 -3.912
*
```

# C21H34AsIrN5O3P2S4

A molecular structure, C21H34AsIrN5O3P2S4 (wB97M-V/def2-TZVPD, the Open Molecules 2025 dataset).

Properties
LUMO (alpha / beta): 2.1 / 1.2 eV
E_HOMO (alpha / beta): -3.22 / -3.41 eV
energy relative to the best compared isomer or geometry (same formula, charge and spin): 0.993 eV
strongest force on any atom: 2.40 eV/Å

Structure (ORCA input):
```
! RIJCOSX wB97M-V def2-TZVPD def2/J DEFGRID3
* xyz -1 5
H 4.740 1.194 0.390
C 3.035 -2.726 -3.047
S 1.136 -3.537 1.403
S -1.829 -2.614 2.578
C -1.790 0.853 2.590
O 2.406 -0.060 -1.103
H -5.278 0.822 4.214
C -3.212 1.306 4.463
H -1.100 1.640 4.451
H 3.088 -3.292 -3.981
H -1.504 -0.783 -2.328
C 3.154 -1.037 2.606
C 0.016 1.380 -1.980
C -2.714 -0.151 0.487
H -3.338 1.637 5.483
H 5.003 -2.032 0.982
C -5.192 1.518 -2.563
H -0.601 1.183 -1.098
H 3.444 -2.747 0.495
H -3.654 2.383 0.324
N -1.878 -1.033 0.157
N 0.347 0.169 -2.707
H 3.968 -0.235 -3.617
H 2.186 3.496 1.695
S 0.282 -1.154 4.975
P 2.217 0.201 0.518
H 4.531 2.816 1.085
H -0.810 0.825 2.145
H 4.173 2.535 -0.635
H -0.538 2.040 -2.651
C -4.845 0.176 -2.598
H 4.097 -0.987 3.150
H 2.504 -3.315 -2.303
C 1.871 2.855 0.868
C -4.304 0.848 3.746
H 0.934 1.873 -1.670
H 2.376 0.389 -4.092
N 3.393 -0.751 1.197
H -3.793 -1.413 -1.613
H 2.462 -0.301 3.011
H 3.157 -0.878 -5.058
C -4.062 -0.368 -1.598
H -4.998 0.035 1.886
C -1.955 1.309 3.885
C 4.130 2.093 0.369
C -0.849 -0.524 -3.166
C -4.147 0.405 2.445
N 2.305 -1.494 -3.257
H -5.050 3.348 -1.459
H 0.878 2.469 1.081
O 0.815 0.108 0.921
P 1.372 -0.954 -1.986
C -3.616 0.421 -0.539
S -1.168 -4.132 5.649
H 4.054 -2.545 -2.688
H 4.242 -1.539 -0.545
As -0.208 -3.042 4.060
H -5.795 1.945 -3.353
H 2.713 -2.031 2.745
Ir -0.458 -2.101 0.782
H -0.541 -1.435 -3.674
H -1.386 0.123 -3.860
C 4.049 -1.832 0.487
C -3.988 1.763 -0.497
O 0.752 -2.066 -1.264
H -5.195 -0.449 -3.408
C -2.882 0.394 1.863
N 2.785 1.746 0.747
C -4.766 2.306 -1.503
C 2.996 -0.502 -4.046
H 1.834 3.457 -0.049
*
```

# C46H40MoN5O3P2S2Se

A molecular structure, C46H40MoN5O3P2S2Se (wB97M-V/def2-TZVPD, the Open Molecules 2025 dataset).

Properties
LUMO (alpha / beta): -2.6 / -3.2 eV
E_HOMO (alpha / beta): -9.45 / -10.15 eV
energy relative to the best compared isomer or geometry (same formula, charge and spin): 0.000 eV
strongest force on any atom: 0.80 eV/Å

Structure (ORCA input):
```
! RIJCOSX wB97M-V def2-TZVPD def2/J DEFGRID3
* xyz 1 3
C -1.890 -0.131 0.850
C -0.124 -3.416 3.600
H 0.808 -6.265 2.030
H -0.685 -3.078 4.461
C 4.460 -3.988 -2.447
H 4.788 -2.430 0.534
C 4.315 -2.807 -0.361
H -0.488 1.724 5.642
C 3.168 3.297 1.115
N -4.211 4.313 5.865
H -3.806 5.080 6.374
H -2.901 2.406 -4.881
C 1.321 -4.289 1.391
C -1.372 -1.717 -6.286
H 3.403 -1.192 2.439
S -2.001 0.905 -2.653
H -0.474 -5.494 3.987
H -4.885 -1.222 0.447
N -1.087 0.912 1.203
N -3.214 -0.124 0.880
H 6.115 -3.682 -1.122
H -1.093 -3.052 -0.388
C 4.844 1.566 0.971
S -1.530 2.480 0.942
H -1.228 -2.346 -7.153
H 6.812 2.219 0.447
H 2.642 -4.129 -3.580
H -3.828 -0.504 -4.299
C 5.062 -3.509 -1.295
O -0.961 0.418 -1.675
H 1.891 -4.631 0.538
C -2.081 2.951 -4.436
C -1.679 4.162 -4.967
H 4.067 1.050 3.854
H 2.138 3.595 1.287
C -0.374 3.134 -2.731
C 2.885 1.410 5.598
C 3.108 -3.763 -2.676
H 3.742 1.458 6.256
C -0.621 4.856 -4.392
C -3.803 -1.220 0.422
C -0.444 -0.330 -4.556
P 1.960 -1.669 0.595
H 0.118 2.742 -1.851
H 5.117 0.521 1.017
H 0.403 0.121 -4.053
C 4.120 4.242 0.779
H -3.503 -1.941 -6.295
H -0.308 5.800 -4.812
C 2.362 -3.053 -1.753
C 1.206 -2.929 1.654
N -1.120 -1.160 0.438
C -0.270 -1.144 -5.660
C 2.964 -2.580 -0.589
C 0.024 4.345 -3.279
C 0.508 1.563 5.256
C -3.652 2.655 2.646
C -1.729 -2.241 -0.045
C 3.064 1.167 4.249
C -1.656 3.850 3.280
O -2.437 2.564 -0.171
H 1.468 1.813 7.154
H 3.840 5.282 0.697
C -4.274 3.087 3.796
C -3.104 -2.323 -0.066
H -0.175 1.239 3.247
H 6.175 4.594 0.276
H -3.611 -3.200 -0.434
C -1.413 2.450 -3.328
H -5.294 2.796 4.000
Se 2.183 0.643 -1.658
C -3.598 3.911 4.708
C -1.733 -0.108 -4.089
H -5.212 4.242 5.922
N 2.979 -0.780 1.612
H 0.839 4.888 -2.824
C 1.605 1.612 6.101
C 3.533 1.957 1.211
H -1.752 4.933 5.120
H 1.315 -2.844 -1.951
H -0.641 4.142 3.061
C 1.960 1.106 3.396
C 5.433 3.853 0.540
O -0.245 3.137 0.853
H 0.725 -1.327 -6.038
C -2.280 4.288 4.430
H 5.046 -4.532 -3.174
C 0.473 -2.495 2.761
C -0.007 -4.775 3.332
H -4.173 2.024 1.941
H -2.189 4.565 -5.829
C -2.651 -1.489 -5.808
C 0.683 1.304 3.905
C -2.338 3.030 2.390
C 0.712 -5.210 2.232
C 5.794 2.520 0.639
H 0.368 -1.432 2.966
P 2.247 0.767 1.642
Mo 0.566 0.203 -0.055
C -2.838 -0.682 -4.693
*
```

# C40H44CeCl5N2O5PS

A molecular structure, C40H44CeCl5N2O5PS (wB97M-V/def2-TZVPD, the Open Molecules 2025 dataset).

Properties
LUMO: -1.1 eV
E_HOMO: -7.92 eV
strongest force on any atom: 3.46 eV/Å

Structure (ORCA input):
```
! RIJCOSX wB97M-V def2-TZVPD def2/J DEFGRID3
* xyz 0 1
H 2.916 1.480 1.532
C -4.174 -1.093 1.227
Ce -0.388 -0.823 1.061
H 1.835 3.592 1.198
C -1.228 1.156 3.773
H -0.359 4.225 -1.503
C 3.436 -5.000 0.136
H 0.147 -0.185 -2.685
C 0.016 2.925 4.971
C 0.993 3.340 0.556
C 2.598 1.933 -3.876
Cl -1.127 4.799 6.541
H -3.337 -3.235 3.774
H -6.042 -2.013 1.780
C 3.696 -5.057 1.497
H -1.703 -4.304 0.413
H 0.307 3.254 -2.809
H 2.719 1.512 -4.878
C 3.753 1.819 0.924
C -3.563 -0.052 0.457
C 1.942 -3.513 1.905
H 3.581 2.257 -3.531
H 0.511 2.440 0.943
H 3.716 2.903 0.820
O 1.341 0.390 2.767
H 3.149 -4.362 3.457
C -2.460 -2.181 -1.919
C -6.377 -0.396 0.463
C -3.774 -3.015 -3.796
H 0.962 3.393 5.215
N -1.874 -2.552 -0.717
H -4.705 -2.100 3.758
H 4.730 -0.503 0.625
C 1.621 -3.394 0.536
Cl -3.923 0.997 3.941
C 1.998 0.865 -2.968
C 2.420 4.170 -1.344
C -2.074 -3.792 -0.464
C 0.117 3.269 -1.738
O -2.291 0.170 0.420
C 2.797 -0.440 -3.108
C 4.835 1.677 -1.309
C -3.385 -1.971 2.068
C -3.714 -1.753 -4.352
H 4.662 2.728 -1.546
C -2.409 1.734 4.342
H -4.722 -3.531 2.710
N 0.919 0.359 -0.367
H 4.678 1.569 1.448
H 4.279 -0.953 -1.015
P 1.921 1.271 -1.095
C -0.005 1.809 4.119
H 2.439 -1.184 -2.394
H -1.895 -0.121 -1.972
C 3.959 -0.391 -0.140
H 3.323 4.143 -0.734
C -1.149 3.420 5.481
H 4.015 -5.586 -0.563
H 5.778 1.611 -0.759
H -6.410 1.298 -0.865
C -3.038 -0.712 -3.708
H 2.651 -0.843 -4.114
C -3.140 -3.222 -2.576
S -3.011 -4.673 -1.635
C 1.224 1.295 3.588
H 3.866 -0.299 -2.969
C -5.577 -1.222 1.206
C -4.089 -2.759 3.149
H -4.292 -3.824 -4.294
H 0.601 0.007 -4.385
H 2.707 4.055 -2.389
H -0.580 2.468 -1.479
H 2.140 1.777 3.975
Cl 2.072 -4.100 -2.013
O 0.660 -2.638 0.119
O -1.268 0.113 3.043
C -2.413 -0.911 -2.495
C 3.723 1.105 -0.435
C 0.571 0.505 -3.412
H 1.957 2.809 -3.968
C -2.378 2.824 5.168
C 2.950 -4.315 2.395
H 4.965 1.132 -2.242
H 1.973 5.161 -1.227
H -3.005 0.265 -4.172
C 1.405 3.118 -0.913
H 0.272 4.158 0.623
H 3.039 -0.839 0.240
C -4.427 0.798 -0.283
H -0.084 1.369 -3.500
Cl 4.970 -6.077 2.086
H -4.195 -1.569 -5.304
H -3.952 1.586 -0.856
O -2.160 -2.127 1.968
C 2.421 -4.185 -0.320
H -3.297 3.220 5.577
C -5.784 0.631 -0.285
H -7.449 -0.535 0.456
Cl 0.948 -2.552 2.964
*
```

# C15H5Cl4F3NO4S

2 unconnected molecules or ions with the total composition C15H5Cl4F3NO4S (wB97M-V/def2-TZVPD, the Open Molecules 2025 dataset).

Properties
LUMO: 0.8 eV
E_HOMO: -4.04 eV
energy relative to the best compared isomer or geometry (same formula, charge and spin): 0.000 eV
strongest force on any atom: 2.62 eV/Å

Structure (ORCA input):
```
! RIJCOSX wB97M-V def2-TZVPD def2/J DEFGRID3
* xyz -1 1
C 1.011 3.634 1.770
C -2.818 -2.895 0.130
Cl 3.652 0.507 1.527
C -1.783 -1.159 -1.199
C -2.916 -1.854 -0.801
Cl 3.723 3.668 1.862
H 1.620 -1.076 -0.686
H -3.891 -1.563 -1.208
O 1.028 4.854 1.945
S 0.576 0.580 -1.986
H 0.562 -2.881 0.563
F 2.870 -0.405 -2.874
C -0.254 2.857 1.672
C 2.261 2.819 1.708
O 0.218 1.846 -1.405
H -1.915 -0.365 -1.937
N -4.969 -4.105 0.983
F 3.088 1.203 -1.404
C 2.229 1.457 1.582
Cl -1.695 3.744 1.776
Cl -1.723 0.606 1.540
C -0.534 -1.472 -0.632
C 0.640 -0.635 -0.725
C -0.265 1.496 1.571
C 2.356 0.773 -2.459
O -0.026 0.115 -3.206
C -1.555 -3.311 0.573
C -0.424 -2.614 0.191
C -4.007 -3.564 0.599
O 0.972 -0.502 1.254
H -1.469 -4.165 1.251
C 0.963 0.732 1.470
F 2.473 1.673 -3.446
*
```

# C15H31F5OP2PdTe

A molecular structure, C15H31F5OP2PdTe (wB97M-V/def2-TZVPD, the Open Molecules 2025 dataset).

Properties
LUMO (alpha / beta): -2.3 / -3.6 eV
E_HOMO (alpha / beta): -7.26 / -7.26 eV
energy relative to the best compared isomer or geometry (same formula, charge and spin): 1.090 eV
strongest force on any atom: 7.00 eV/Å

Structure (ORCA input):
```
! RIJCOSX wB97M-V def2-TZVPD def2/J DEFGRID3
* xyz 0 3
H -2.436 -0.931 2.372
C -2.664 -2.448 -1.728
H 0.431 -0.258 -3.612
H 5.306 -0.005 -1.220
H -2.915 2.714 3.347
H 3.978 0.187 2.189
H 3.874 -0.333 -2.218
H -1.330 3.492 2.917
C -2.568 -1.905 -4.266
H -2.424 -0.418 4.073
C -1.819 2.687 3.474
H -3.257 -1.317 -4.893
H -0.678 -2.258 -5.278
F 2.163 3.897 6.336
Te 1.577 2.382 5.370
H -2.732 0.348 0.167
Pd -1.381 -0.900 -1.873
C -2.959 -1.601 -2.830
F -0.207 2.819 6.138
C 3.058 2.017 -0.998
C 3.984 1.025 1.482
P -1.229 1.144 2.794
H -1.610 -4.079 -0.891
H 4.315 -1.458 -0.948
C -0.932 1.358 0.878
P 3.081 0.442 -0.040
C -1.865 -3.722 -1.901
H 3.912 2.683 -0.802
H 2.132 2.522 -0.706
H -1.001 2.466 0.817
H -3.762 -0.870 -2.680
C 4.278 -0.392 -1.199
C 0.024 -2.112 -2.526
F 3.440 2.284 4.695
H -2.463 -4.520 -2.384
H -1.229 -0.562 -5.311
H -0.768 -3.731 -3.745
C -1.783 0.751 -0.207
H -3.554 0.362 2.927
C -2.551 -0.069 3.041
H 5.023 1.338 1.319
C -0.558 -3.501 -2.696
H -3.362 -2.444 -0.866
H 0.134 1.108 0.702
F 2.073 1.410 7.042
H 0.940 -2.020 -1.935
F 1.186 3.671 3.946
O 0.082 0.637 3.342
H -2.734 -2.959 -4.523
H -1.894 1.446 -1.060
H 3.432 1.830 1.975
C -1.127 -1.456 -4.681
H -1.532 2.744 4.532
H 3.006 1.823 -2.076
C -0.267 -1.096 -3.483
H 0.165 -4.223 -2.302
*
```

Question: Which value of strongest force on any atom does entry 2 give?
Answer: 2.40 eV/Å

Question: Number 6 is which compound?
Answer: C15H31F5OP2PdTe

Question: Which of these has the lowest strongest force on any atom?
Answer: C46H40MoN5O3P2S2Se